9
Properties=species:S:1:pos:R:3 method="wB97M-V/def2-TZVPD" energy_ha=-259.24617 molar_mass_g_mol=72.07 homo_lumo_gap_ev="9.297 / 8.803" de_lowest_kj_mol=823.7 e_homo_ev="-9.12 / -9.48" charge=0
C -0.709 -1.424 -0.471
N -1.694 -0.809 -1.114
N -1.244 0.327 -0.675
N -0.004 -0.269 -0.255
N 0.713 -0.022 0.903
H -0.704 -2.479 -0.094
H -1.251 1.534 -2.300
H 0.261 -0.164 1.786
H 1.017 0.948 0.904

16
Properties=species:S:1:pos:R:3 method="wB97M-V/def2-TZVPD" energy_ha=-610.90855 molar_mass_g_mol=104.20 homo_lumo_gap_ev="8.126 / 8.125" de_lowest_kj_mol=511.2 e_homo_ev="-12.41 / -12.41" charge=+1
C -1.686 -1.022 0.495
C -1.589 0.178 -0.556
C -0.750 -1.001 -0.596
C 1.330 -0.148 0.367
N 1.290 1.389 0.031
S 2.845 -0.817 -0.250
H -1.432 -0.785 1.490
H -2.503 -1.780 0.578
H -2.335 0.467 -1.362
H -1.188 1.059 -0.201
H -0.288 -1.689 -1.393
H 1.162 -0.228 1.484
H 1.848 1.948 0.673
H 1.859 1.512 -0.804
H 0.294 1.562 0.012
H 2.419 -2.156 -0.041

9
Properties=species:S:1:pos:R:3 method="wB97M-V/def2-TZVPD" energy_ha=-284.11797 molar_mass_g_mol=81.07 smiles=C#C[C@H](O)C#N homo_lumo_gap_ev=11.688 de_lowest_kj_mol=144.7 e_homo_ev=-11.11 charge=0
C 2.112 0.120 -0.308
C 0.920 -0.041 -0.287
C -0.540 -0.259 -0.293
O -1.280 0.808 -0.831
C -1.016 -0.575 1.078
N -1.427 -0.762 2.141
H 3.172 0.258 -0.323
H -0.760 -1.121 -0.932
H -1.181 1.573 -0.246

14
Properties=species:S:1:pos:R:3 method="wB97M-V/def2-TZVPD" energy_ha=-303.83715 molar_mass_g_mol=88.11 smiles="CNCC(N)=O" homo_lumo_gap_ev=9.531 de_lowest_kj_mol=144.3 e_homo_ev=-8.70 charge=0
C -0.032 1.719 2.064
N 0.339 0.936 0.925
C -0.686 0.085 0.233
C 0.034 -0.698 -0.875
N -0.660 -1.744 -1.451
O 1.181 -0.351 -1.315
H -0.219 2.764 1.691
H -0.869 1.382 2.585
H 0.897 1.758 2.697
H 1.142 0.368 1.176
H -1.212 -0.681 0.969
H -1.425 0.786 -0.241
H -1.229 -2.433 -0.933
H -0.182 -2.114 -2.273

36
Properties=species:S:1:pos:R:3 method="wB97M-V/def2-TZVPD" multiplicity=2 energy_ha=-916.87127 molar_mass_g_mol=216.18 homo_lumo_gap_ev="10.911 / 3.201" de_lowest_kj_mol=156.6 e_homo_ev="-14.10 / -13.69" charge=+1
O -1.752 1.247 -3.718
H -1.899 1.843 -2.983
H -2.621 0.904 -3.926
O -0.565 -3.059 -0.913
H -1.049 -3.186 -1.730
H -0.266 -2.151 -0.950
O 0.240 2.189 2.284
H 0.864 2.913 2.231
H 0.742 1.468 2.664
O 2.551 -1.553 1.563
H 3.412 -1.788 1.217
H 2.371 -2.217 2.229
O 1.451 0.306 -3.253
H 1.471 1.115 -2.742
H 0.525 0.169 -3.452
O -2.274 -0.051 2.107
H -1.848 0.049 1.255
H -2.632 0.815 2.300
O -0.449 -2.106 2.317
H -1.273 -1.623 2.368
H 0.172 -1.482 1.941
O 0.125 -0.068 -0.378
H -0.171 0.617 -0.978
H 0.797 0.354 0.156
O 2.278 -2.851 -1.506
H 2.774 -3.553 -1.085
H 1.729 -2.493 -0.808
O 1.677 0.237 3.280
H 2.037 -0.367 2.631
H 2.098 -0.014 4.102
O -3.261 1.999 -1.511
H -3.071 1.122 -1.177
H -3.058 2.583 -0.780
O -0.253 2.533 -1.056
H 0.107 3.031 -0.322
H -0.978 3.069 -1.377

19
Properties=species:S:1:pos:R:3 method="wB97M-V/def2-TZVPD" multiplicity=2 energy_ha=-2098.51115 molar_mass_g_mol=171.64 homo_lumo_gap_ev="13.112 / 9.920" de_lowest_kj_mol=14.9 e_homo_ev="-20.31 / -19.92" charge=+2
Cu -14.389 24.698 -12.761
O -13.972 24.089 -10.787
H -13.250 24.511 -10.285
H -14.497 23.531 -10.212
O -16.514 24.655 -12.382
H -17.173 24.923 -11.718
H -16.964 23.932 -12.791
O -14.483 22.643 -13.171
H -14.036 22.203 -13.922
H -14.814 21.904 -12.621
O -14.033 26.583 -12.109
H -14.435 26.890 -11.324
H -13.283 27.123 -12.154
O -14.552 25.183 -14.717
H -15.207 25.408 -15.358
H -13.736 25.065 -15.273
O -12.327 24.513 -13.190
H -12.096 23.611 -12.808
H -11.745 24.707 -13.960

18
Properties=species:S:1:pos:R:3 method="wB97M-V/def2-TZVPD" energy_ha=-401.29106 molar_mass_g_mol=109.12 smiles="C=CN=C.O.O.O" homo_lumo_gap_ev=9.921 de_lowest_kj_mol=320.3 e_homo_ev=-9.63 charge=0
C -2.599 0.399 1.460
C -1.495 -0.337 1.667
N -0.163 0.127 1.465
C 0.571 -0.577 0.705
H -2.494 1.491 1.490
H -3.538 -0.099 1.365
H -1.679 -1.428 1.667
H 1.511 -0.117 0.360
H 0.304 -1.545 0.270
O -0.996 4.376 -3.663
H -1.691 4.642 -3.060
H -1.254 3.811 -4.406
O 3.290 -2.656 2.300
H 2.875 -3.058 3.060
H 2.739 -2.185 1.673
O 1.628 -1.337 -1.978
H 2.018 -0.818 -2.694
H 0.973 -0.688 -1.684

77
Properties=species:S:1:pos:R:3 method="wB97M-V/def2-TZVPD" multiplicity=6 energy_ha=-9617.86295 molar_mass_g_mol=832.75 homo_lumo_gap_ev="6.927 / 6.763" de_lowest_kj_mol=28.8 e_homo_ev="-9.27 / -9.76" charge=+1
Fe -0.800 0.722 -0.154
C 2.301 0.540 -1.663
C 3.423 1.341 -1.923
C 4.138 1.934 -0.855
C 5.237 2.728 -1.090
C 5.653 2.974 -2.402
C 4.951 2.415 -3.476
C 3.861 1.611 -3.241
C 6.806 3.801 -2.647
N 7.726 4.460 -2.840
H 2.032 0.338 -0.637
H 1.736 0.079 -2.460
H 3.805 1.760 0.162
H 5.781 3.172 -0.267
H 5.273 2.628 -4.486
H 3.320 1.177 -4.072
C -4.730 1.333 0.712
As -2.989 2.063 0.254
C -3.463 2.689 -1.521
C -2.982 3.731 1.222
H -5.485 2.065 0.429
H -4.818 1.128 1.779
H -4.897 0.416 0.146
H -2.720 3.407 -1.861
H -4.446 3.156 -1.476
H -3.488 1.847 -2.212
H -3.919 4.257 1.043
H -2.146 4.333 0.864
H -2.859 3.551 2.288
C -2.816 -1.572 1.552
N -3.172 -2.451 0.442
C -3.923 -3.607 0.583
C -4.092 -4.123 -0.649
N -3.448 -3.274 -1.529
C -3.375 -3.475 -2.974
C -2.882 -2.257 -0.851
Se -1.864 -0.945 -1.715
H -3.388 -0.650 1.496
H -1.750 -1.346 1.531
H -3.061 -2.088 2.476
H -4.265 -3.948 1.543
H -4.606 -5.005 -0.979
H -4.193 -4.127 -3.266
H -2.422 -3.926 -3.243
H -3.470 -2.516 -3.476
C 6.605 -1.344 -0.413
C 5.156 -1.606 -0.121
C 4.554 -1.100 1.033
C 3.211 -1.298 1.285
C 2.454 -2.016 0.363
C 3.025 -2.529 -0.792
C 4.378 -2.329 -1.020
S 0.719 -2.181 0.554
C 0.641 -2.984 2.137
O 0.188 -0.781 0.890
H 7.112 -0.907 0.444
H 6.698 -0.649 -1.250
H 7.122 -2.262 -0.690
H 5.149 -0.531 1.736
H 2.750 -0.858 2.161
H 2.415 -3.054 -1.516
H 4.833 -2.725 -1.919
H 1.022 -2.297 2.891
H 1.242 -3.889 2.091
H -0.398 -3.233 2.340
C 2.591 4.897 -2.324
S 1.637 5.722 -1.022
C 1.532 4.430 0.160
C 0.895 3.257 0.030
S -0.002 2.597 -1.334
S 0.983 2.225 1.422
C 1.909 3.234 2.497
S 2.360 2.781 3.997
S 2.304 4.717 1.713
H 2.442 5.492 -3.223
H 2.217 3.890 -2.497
H 3.649 4.872 -2.074

24
Properties=species:S:1:pos:R:3 method="wB97M-V/def2-TZVPD" energy_ha=-782.80467 molar_mass_g_mol=158.27 smiles=CCc1c[nH]cn1.CCS homo_lumo_gap_ev=9.345 de_lowest_kj_mol=69.7 e_homo_ev=-8.72 charge=0
C 0.696 2.605 0.911
C -0.579 2.810 0.114
C -0.922 1.661 -0.798
C -0.106 0.788 -1.451
N -0.908 0.116 -2.346
C -2.168 0.587 -2.167
N -2.206 1.523 -1.266
H 1.443 2.157 0.262
H 0.540 1.977 1.784
H 1.145 3.569 1.150
H -1.462 2.965 0.725
H -0.481 3.700 -0.512
H 0.956 0.627 -1.448
H -0.526 -0.661 -2.855
H -2.972 0.249 -2.803
C 0.005 -2.725 2.348
C 0.548 -1.840 1.179
S 2.318 -2.231 1.043
H -0.087 -2.104 3.241
H 0.718 -3.507 2.594
H -0.937 -3.188 2.070
H 0.110 -2.231 0.275
H 0.272 -0.807 1.344
H 2.821 -1.247 0.285

69
Properties=species:S:1:pos:R:3 method="wB97M-V/def2-TZVPD" multiplicity=6 energy_ha=-3211.41728 molar_mass_g_mol=671.13 homo_lumo_gap_ev="8.527 / 9.157" de_lowest_kj_mol=0.0 e_homo_ev="-14.13 / -14.15" charge=+2
Sm 0.317 0.191 -0.141
C 2.282 2.801 1.885
C 1.778 2.060 3.116
S 1.104 0.416 2.760
C -0.499 0.414 3.608
C -1.472 1.526 3.242
S -1.854 1.630 1.473
C -1.634 3.391 1.139
C -0.244 3.973 1.368
S 1.088 3.057 0.547
H 2.678 3.773 2.183
H 3.108 2.260 1.418
H 2.610 1.934 3.809
H 1.021 2.637 3.644
H -0.922 -0.566 3.378
H -0.317 0.427 4.683
H -2.404 1.353 3.781
H -1.103 2.497 3.570
H -1.940 3.510 0.098
H -2.358 3.951 1.734
H -0.225 4.997 0.998
H -0.011 4.023 2.431
O -2.661 -2.268 -1.872
C -2.122 -1.336 -1.304
N -1.323 -1.372 -0.201
C -1.139 -2.710 0.346
C 0.276 -2.955 0.801
C 0.609 -4.139 1.455
C 1.922 -4.365 1.810
C 2.885 -3.401 1.515
C 2.479 -2.247 0.892
N 1.198 -2.019 0.545
C -2.332 0.050 -1.905
C -3.468 0.302 -2.654
C -3.618 1.550 -3.234
C -2.616 2.501 -3.078
C -1.505 2.170 -2.331
N -1.368 0.971 -1.745
H -1.406 -3.465 -0.401
H -1.815 -2.881 1.191
H -0.161 -4.871 1.659
H 2.202 -5.284 2.308
H 3.925 -3.545 1.772
H 3.182 -1.458 0.651
H -4.197 -0.487 -2.772
H -4.503 1.779 -3.814
H -2.690 3.479 -3.533
H -0.689 2.872 -2.201
C 4.874 1.154 -1.479
N 4.067 0.637 -2.578
C 4.797 0.377 -3.832
C 3.932 -0.349 -4.840
C 2.552 0.274 -4.791
N 1.990 0.073 -3.448
C 0.924 -0.924 -3.348
C 2.782 0.346 -2.388
O 2.295 0.368 -1.205
H 5.633 1.813 -1.895
H 5.369 0.345 -0.940
H 4.252 1.721 -0.794
H 5.687 -0.200 -3.575
H 5.130 1.339 -4.229
H 3.865 -1.414 -4.607
H 4.376 -0.257 -5.831
H 1.864 -0.167 -5.508
H 2.602 1.344 -5.000
H 1.183 -1.792 -3.958
H -0.028 -0.525 -3.692
H 0.817 -1.305 -2.330

9
Properties=species:S:1:pos:R:3 method="wB97M-V/def2-TZVPD" multiplicity=3 energy_ha=-895.27143 molar_mass_g_mol=110.19 homo_lumo_gap_ev="4.309 / 8.807" de_lowest_kj_mol=106.7 e_homo_ev="-0.26 / -5.68" charge=-1
N 0.512 -0.336 -0.760
O -0.560 1.978 -2.437
O -2.518 2.802 -1.119
Si -0.767 0.382 0.152
S -1.849 1.618 -1.746
H 1.329 -0.694 -0.285
H 0.785 0.236 -1.549
H -1.591 -0.746 0.629
H -0.312 1.071 1.372

24
Properties=species:S:1:pos:R:3 method="wB97M-V/def2-TZVPD" energy_ha=-426.45658 molar_mass_g_mol=138.21 smiles=Cc1ccc(O)cc1.CC homo_lumo_gap_ev=8.847 de_lowest_kj_mol=305.1 e_homo_ev=-8.01 charge=0
C -1.545 -1.576 -0.705
C -0.771 -0.634 0.097
C 0.627 -0.824 0.620
C 1.226 -0.064 1.610
C 0.467 1.036 2.046
O 0.880 2.038 2.852
C -0.911 1.083 1.648
C -1.530 0.370 0.642
H -1.007 -1.634 -1.742
H -2.555 -1.219 -0.738
H -1.442 -2.544 -0.309
H 0.957 -1.653 0.095
H 2.028 -0.643 2.118
H 1.485 1.644 3.573
H -1.758 1.852 2.022
H -2.525 0.519 0.464
C 0.826 -1.164 -3.265
C 0.523 0.188 -3.848
H 1.265 -1.301 -2.162
H 0.043 -2.015 -3.281
H 1.612 -1.642 -3.988
H -0.516 0.189 -4.292
H 1.288 0.581 -4.527
H 0.614 1.067 -3.124

Copy entry 5 word for word.
36
Properties=species:S:1:pos:R:3 method="wB97M-V/def2-TZVPD" multiplicity=2 energy_ha=-916.87127 molar_mass_g_mol=216.18 homo_lumo_gap_ev="10.911 / 3.201" de_lowest_kj_mol=156.6 e_homo_ev="-14.10 / -13.69" charge=+1
O -1.752 1.247 -3.718
H -1.899 1.843 -2.983
H -2.621 0.904 -3.926
O -0.565 -3.059 -0.913
H -1.049 -3.186 -1.730
H -0.266 -2.151 -0.950
O 0.240 2.189 2.284
H 0.864 2.913 2.231
H 0.742 1.468 2.664
O 2.551 -1.553 1.563
H 3.412 -1.788 1.217
H 2.371 -2.217 2.229
O 1.451 0.306 -3.253
H 1.471 1.115 -2.742
H 0.525 0.169 -3.452
O -2.274 -0.051 2.107
H -1.848 0.049 1.255
H -2.632 0.815 2.300
O -0.449 -2.106 2.317
H -1.273 -1.623 2.368
H 0.172 -1.482 1.941
O 0.125 -0.068 -0.378
H -0.171 0.617 -0.978
H 0.797 0.354 0.156
O 2.278 -2.851 -1.506
H 2.774 -3.553 -1.085
H 1.729 -2.493 -0.808
O 1.677 0.237 3.280
H 2.037 -0.367 2.631
H 2.098 -0.014 4.102
O -3.261 1.999 -1.511
H -3.071 1.122 -1.177
H -3.058 2.583 -0.780
O -0.253 2.533 -1.056
H 0.107 3.031 -0.322
H -0.978 3.069 -1.377

> Which of these has the lowest charge?

H4NO2SSi

Repeat the third record exactly.
9
Properties=species:S:1:pos:R:3 method="wB97M-V/def2-TZVPD" energy_ha=-284.11797 molar_mass_g_mol=81.07 smiles=C#C[C@H](O)C#N homo_lumo_gap_ev=11.688 de_lowest_kj_mol=144.7 e_homo_ev=-11.11 charge=0
C 2.112 0.120 -0.308
C 0.920 -0.041 -0.287
C -0.540 -0.259 -0.293
O -1.280 0.808 -0.831
C -1.016 -0.575 1.078
N -1.427 -0.762 2.141
H 3.172 0.258 -0.323
H -0.760 -1.121 -0.932
H -1.181 1.573 -0.246